Entry 1:
Molecular formula: C4H7NO
Method: DFT, wB97M-V/def2-TZVPD

```
13
Properties=species:S:1:pos:R:3:lowdin_charge:R:1
C -1.413 -1.087 -0.529 -0.009
C -1.094 0.361 -0.229 -0.633
N -0.859 0.609 1.083 0.153
O -1.051 1.233 -1.065 0.028
H -1.739 -1.180 -1.560 0.082
H -0.516 -1.687 -0.385 0.081
H -2.192 -1.451 0.136 0.078
H -0.563 1.531 1.356 0.109
H -0.794 -0.131 1.758 0.100
C 2.171 0.732 -0.501 -0.002
C 2.941 0.170 0.219 0.003
H 1.472 1.217 -1.118 0.008
H 3.636 -0.317 0.837 0.004
```

For the relative energy (zero: lowest compared OMol25 entry of this formula, charge and spin), the calculation gives 2.171 eV. The calculation puts the HOMO energy at -0.365 Eh. The calculation puts the total energy at -7797.4736 eV. The frontier orbital gap comes out at 10.806 eV.

Entry 2:
Molecular formula: C4H7NO
Method: DFT, wB97M-V/def2-TZVPD

```
13
Properties=species:S:1:pos:R:3:lowdin_charge:R:1
C -0.797 1.571 1.103 -0.111
O -0.667 1.089 -0.217 -0.190
C -0.474 -0.301 -0.300 -0.243
C 0.928 -0.582 -0.856 -0.149
C 1.231 -2.015 -0.843 -0.227
N 1.430 -3.154 -0.809 0.139
H -1.704 1.180 1.591 0.092
H 0.075 1.313 1.726 0.092
H -0.871 2.658 1.035 0.090
H -0.593 -0.777 0.681 0.124
H -1.227 -0.732 -0.971 0.131
H 1.674 -0.047 -0.258 0.126
H 0.995 -0.204 -1.881 0.126
```

For the relative energy (zero: lowest compared OMol25 entry of this formula, charge and spin), the calculation gives 1.550 eV. The calculation puts the HOMO energy at -0.382 Eh. The calculation puts the total energy at -7798.0946 eV. The frontier orbital gap comes out at 11.183 eV.

Entry 3:
Molecular formula: C4H7NO
Method: DFT, wB97M-V/def2-TZVPD

```
13
Properties=species:S:1:pos:R:3:lowdin_charge:R:1
C -1.149 1.329 -0.287 -0.226
N 0.120 1.530 -0.446 -0.002
C 1.092 0.498 -0.221 -0.238
C 0.498 -0.689 0.528 -0.169
C -0.821 -1.041 -0.146 -0.172
O -1.724 0.097 -0.140 -0.071
H -0.900 2.289 0.296 0.160
H 1.923 0.964 0.326 0.116
H 1.468 0.209 -1.201 0.115
H 0.307 -0.431 1.578 0.121
H 1.182 -1.545 0.521 0.115
H -0.648 -1.364 -1.183 0.126
H -1.349 -1.847 0.375 0.123
```

For the relative energy (zero: lowest compared OMol25 entry of this formula, charge and spin), the calculation gives 3.776 eV. The calculation puts the HOMO energy at -0.327 Eh. The calculation puts the total energy at -7795.8682 eV. The frontier orbital gap comes out at 9.852 eV.

Entry 4:
Molecular formula: C4H7NO
Method: DFT, wB97M-V/def2-TZVPD

```
13
Properties=species:S:1:pos:R:3:lowdin_charge:R:1
H 0.999 -2.345 0.378 0.046
N 0.179 -1.813 0.066 0.120
C 0.490 -0.573 -0.131 -0.446
C 1.892 -0.080 0.113 -0.057
C -0.505 0.412 -0.600 -0.060
C -1.648 0.534 0.078 -0.183
O -2.596 1.460 -0.260 0.001
H 2.163 -0.281 1.154 0.082
H 2.586 -0.605 -0.547 0.080
H 1.969 0.996 -0.067 0.072
H -0.261 1.037 -1.448 0.116
H -1.904 -0.070 0.939 0.123
H -3.363 1.328 0.326 0.107
```

For the relative energy (zero: lowest compared OMol25 entry of this formula, charge and spin), the calculation gives 1.706 eV. The calculation puts the HOMO energy at -0.329 Eh. The calculation puts the total energy at -7797.9383 eV. The frontier orbital gap comes out at 9.732 eV.

Entry 5:
Molecular formula: C4H7NO
Method: DFT, wB97M-V/def2-TZVPD

```
13
Properties=species:S:1:pos:R:3:lowdin_charge:R:1
C -1.948 -0.567 0.113 -0.072
C -0.525 -0.260 -0.301 -0.284
O 0.147 0.322 0.811 -0.143
C 1.406 0.861 0.533 -0.208
C 2.210 0.078 -0.439 -0.195
N 2.827 -0.495 -1.231 0.155
H -2.539 0.348 0.220 0.078
H -2.427 -1.211 -0.632 0.080
H -1.943 -1.089 1.075 0.081
H -0.498 0.417 -1.169 0.127
H 0.000 -1.180 -0.594 0.116
H 1.957 0.893 1.479 0.132
H 1.335 1.885 0.134 0.133
```

For the relative energy (zero: lowest compared OMol25 entry of this formula, charge and spin), the calculation gives 1.584 eV. The calculation puts the HOMO energy at -0.389 Eh. The calculation puts the total energy at -7798.0608 eV. The frontier orbital gap comes out at 11.449 eV.

Entry 6:
Molecular formula: C4H7NO
Method: DFT, wB97M-V/def2-TZVPD

```
13
Properties=species:S:1:pos:R:3:lowdin_charge:R:1
C -0.081 0.468 1.677 -0.065
C -0.128 0.480 0.146 -0.425
C 0.990 -0.122 -0.701 -0.043
N -1.198 -0.416 -0.293 0.103
C -1.126 -0.907 -1.422 -0.404
O -1.349 -1.570 -2.364 0.164
H -1.074 0.749 2.052 0.078
H 0.648 1.176 2.087 0.076
H 0.143 -0.533 2.060 0.077
H -0.321 1.509 -0.191 0.136
H 1.837 0.438 -1.058 0.065
H 1.297 -1.082 -0.227 0.108
H 0.362 -0.189 -1.767 0.129
```

For the relative energy (zero: lowest compared OMol25 entry of this formula, charge and spin), the calculation gives 1.951 eV. The calculation puts the HOMO energy at -0.369 Eh. The calculation puts the total energy at -7797.6939 eV. The frontier orbital gap comes out at 10.707 eV.

Entry 7:
Molecular formula: C4H7NO
Method: DFT, wB97M-V/def2-TZVPD

```
13
Properties=species:S:1:pos:R:3:lowdin_charge:R:1
C -1.326 -1.462 -0.059 -0.090
N -0.580 -1.150 -1.032 -0.032
C -0.389 0.279 -1.217 -0.265
C 0.725 0.734 -0.304 -0.088
C 0.966 0.187 0.889 -0.214
O 1.715 0.754 1.870 0.005
H -1.881 -0.721 0.539 0.087
H -1.392 -2.505 0.249 0.073
H -1.299 0.851 -0.955 0.108
H -0.165 0.499 -2.266 0.105
H 1.299 1.610 -0.603 0.106
H 0.580 -0.777 1.205 0.105
H 1.747 1.701 1.685 0.099
```

For the relative energy (zero: lowest compared OMol25 entry of this formula, charge and spin), the calculation gives 2.440 eV. The calculation puts the HOMO energy at -0.326 Eh. The calculation puts the total energy at -7797.2042 eV. The frontier orbital gap comes out at 9.738 eV.

Entry 8:
Molecular formula: C4H7NO
Method: DFT, wB97M-V/def2-TZVPD

```
13
Properties=species:S:1:pos:R:3:lowdin_charge:R:1
C -1.906 0.202 -0.190 -0.223
C 0.001 -0.113 0.076 -0.461
C 0.708 1.248 -0.064 -0.002
C 0.846 -1.360 0.222 -0.012
N -1.013 -0.086 -1.084 0.119
O -1.239 0.068 0.997 -0.028
H -2.975 0.411 -0.287 0.129
H 1.018 1.344 -1.020 0.053
H 1.506 1.308 0.627 0.076
H 0.028 1.951 0.211 0.055
H 0.076 -2.093 0.532 0.092
H 1.736 -1.292 0.845 0.074
H 1.214 -1.588 -0.865 0.127
```

For the relative energy (zero: lowest compared OMol25 entry of this formula, charge and spin), the calculation gives 2.531 eV. The calculation puts the HOMO energy at -0.364 Eh. The calculation puts the total energy at -7797.1130 eV. The frontier orbital gap comes out at 10.935 eV.

Entry 9:
Molecular formula: C4H7NO
Method: DFT, wB97M-V/def2-TZVPD

```
13
Properties=species:S:1:pos:R:3:lowdin_charge:R:1
O 0.769 0.259 -2.641 0.015
C -0.059 -0.254 -1.910 -0.339
N -0.270 0.120 -0.627 -0.096
C 0.658 0.890 0.199 -0.125
C 0.227 0.034 1.414 -0.121
C -0.845 -0.616 0.504 -0.134
H -0.728 -1.077 -2.231 0.137
H 0.384 1.949 0.264 0.117
H 1.698 0.805 -0.130 0.118
H 0.997 -0.672 1.735 0.104
H -0.148 0.580 2.282 0.100
H -0.811 -1.707 0.408 0.113
H -1.872 -0.309 0.732 0.111
```

For the relative energy (zero: lowest compared OMol25 entry of this formula, charge and spin), the calculation gives 1.354 eV. The calculation puts the HOMO energy at -0.345 Eh. The calculation puts the total energy at -7798.2908 eV. The frontier orbital gap comes out at 10.314 eV.

Entry 10:
Molecular formula: C4H7NO
Method: DFT, wB97M-V/def2-TZVPD

```
13
Properties=species:S:1:pos:R:3:lowdin_charge:R:1
C -0.477 0.873 -1.770 -0.121
C -0.884 1.828 -0.816 -0.117
C -0.473 1.366 0.426 -0.134
N -0.153 0.036 0.248 0.000
C 0.075 -0.194 -1.088 -0.137
H -0.487 0.907 -2.847 0.089
H -1.194 2.843 -1.017 0.089
H -0.838 1.786 1.350 0.103
H 0.082 -0.500 1.066 0.123
H 0.393 -1.144 -1.478 0.100
O 1.235 -2.730 2.126 -0.071
H 1.552 -2.370 1.275 0.035
H 2.053 -3.049 2.533 0.041
```

For the relative energy (zero: lowest compared OMol25 entry of this formula, charge and spin), the calculation gives 1.317 eV. The calculation puts the HOMO energy at -0.306 Eh. The calculation puts the total energy at -7798.3273 eV. The frontier orbital gap comes out at 8.931 eV.

Question: Which value of relative energy (zero: lowest compared OMol25 entry of this formula, charge and spin) does entry 2 give?
Answer: 1.550 eV

Question: What is the relative energy (zero: lowest compared OMol25 entry of this formula, charge and spin) in the seventh record?
Answer: 2.440 eV

Question: Look up the relative energy (zero: lowest compared OMol25 entry of this formula, charge and spin) of the ninth one.
Answer: 1.354 eV